# 1
14
Properties=species:S:1:pos:R:3:forces:R:3:nbo_charge:R:1 method="wB97M-V/def2-TZVPD" relative_energy_kcal_mol=134.0 lumo_ev="0.128 / -0.406" mol_weight_g_mol=110.116 total_energy_ha=-378.6574
O 3.3280 0.3638 0.2334 0.2 -1.2 -0.7 -0.45
N -0.3225 -0.0872 0.4117 -2.6 -3.4 -0.7 -0.27
N -1.6404 -0.4373 0.4515 -1.4 -0.8 -1.0 -0.29
C 3.0919 -0.6850 -0.2471 -2.7 2.6 1.6 0.43
C -1.7242 -1.7134 -0.0502 -1.0 2.5 1.1 -0.06
C 0.0327 1.2423 0.6266 2.1 0.9 5.1 -0.39
C -0.5196 -2.2353 -0.3726 2.3 0.2 0.8 -0.44
C 0.3261 -1.1833 0.0350 2.6 -0.5 -1.3 0.23
H -0.3328 -3.2762 -0.6441 0.3 0.7 -0.1 0.24
H -2.6434 -2.2281 -0.2038 -0.8 0.2 0.3 0.21
H 3.6816 -1.4638 -0.6161 1.4 -1.5 -0.8 0.15
H -0.7495 1.9646 0.8384 -0.7 -0.8 -0.1 0.24
H 0.5731 1.6468 -0.1437 1.6 0.7 -2.0 0.21
H 0.7204 1.2549 1.6296 -1.4 0.3 -2.4 0.20


# 2
20
Properties=species:S:1:pos:R:3:forces:R:3:nbo_charge:R:1 method="wB97M-V/def2-TZVPD" charge=+1 relative_energy_kcal_mol=65.0 lumo_ev=-3.287 mol_weight_g_mol=92.162 total_energy_ha=-290.4717
O -2.1789 -1.9346 -1.8638 1.4 -2.8 0.1 -0.97
N 0.5398 -0.6053 -0.1314 -1.0 0.3 -4.4 -0.57
C 0.1912 -1.4882 0.8789 -1.7 -5.0 2.7 -0.45
C -0.5288 1.4768 0.9985 1.6 0.8 1.4 -0.64
C 1.4880 1.6825 -0.6007 -2.5 -1.3 -0.8 -0.64
C 0.7352 0.7851 0.4797 4.7 2.3 0.7 -0.04
H -0.9397 0.8640 1.7724 -0.4 0.0 0.8 0.22
H -0.4028 -0.6387 -0.8111 3.0 0.4 1.6 0.48
H 1.5243 0.7120 1.4423 -2.2 -0.5 -2.6 0.24
H 2.0218 2.5517 -0.3555 0.4 1.1 1.5 0.26
H 2.1697 1.1949 -1.2691 0.4 -1.0 -0.1 0.22
H -2.5516 -2.8625 -1.9230 0.8 1.5 0.1 0.50
H 0.9626 -1.8328 1.5615 0.8 1.0 -0.1 0.24
H -2.9320 -1.4040 -1.8391 -2.0 1.5 0.0 0.48
H 1.3263 -1.1165 -0.7498 -1.7 2.4 1.6 0.47
H 0.0190 -2.5945 0.3858 -0.9 2.9 1.2 0.25
H -1.2763 1.5819 0.2752 -1.0 0.4 -1.4 0.22
H 0.6898 2.0357 -1.2650 0.1 0.1 -0.1 0.21
H -0.5595 -0.9412 1.5479 0.4 -1.9 -1.2 0.24
H -0.2982 2.5337 1.4663 -0.2 -2.2 -1.1 0.28


# 3
146
Properties=species:S:1:pos:R:3:forces:R:3:lowdin_charge:R:1 method="wB97M-V/def2-TZVPD" charge=-1 relative_energy_kcal_mol=1.2 lumo_ev=1.045 mol_weight_g_mol=1021.156 total_energy_ha=-3531.8726
O -1.8165 -0.7132 2.8546 1.5 -0.4 1.3 -0.02
O -8.2362 3.8464 -0.8012 -0.6 1.0 0.6 0.03
O -0.3341 -3.0644 3.4940 -0.3 0.1 1.9 0.04
O -2.6029 -0.8409 -1.9245 0.3 1.1 1.5 -0.37
O 0.0725 0.9960 -1.5836 -1.2 0.2 0.6 -0.35
O 2.6579 1.0022 -1.6164 2.7 1.8 0.2 -0.02
O -1.5042 -5.0248 -4.1747 0.0 0.8 0.4 0.01
O -5.5442 -4.1731 0.9447 1.9 1.7 0.5 -0.04
O -3.2894 2.2244 -5.9903 0.1 0.0 -1.3 0.00
O 3.9701 6.1364 0.0496 0.8 0.1 -0.6 0.01
O -6.9653 0.8186 -2.7070 -0.8 1.0 0.1 0.01
O 1.6040 2.7496 5.5001 0.6 2.0 1.4 0.04
O -1.2169 3.6201 -1.1934 -0.4 -0.7 0.8 0.04
O -3.0489 3.9920 1.2322 -1.7 0.2 0.7 -0.01
O 0.1899 7.6988 -4.5963 1.0 0.2 -1.0 0.02
O 0.7536 -5.4795 -1.2709 0.3 -0.7 1.6 0.01
N -4.3624 -2.8196 -0.3804 -0.6 0.7 -3.0 0.17
N -3.7511 -2.9208 1.7195 1.8 0.7 3.3 0.18
N 4.4831 -1.8299 1.7512 -1.0 -0.2 -3.6 -0.17
N -3.1923 0.4567 -4.5846 0.0 -5.0 -1.0 0.17
N -5.3888 0.2901 -1.1570 1.9 0.3 3.4 0.19
N -2.7806 -3.1650 -3.7473 -0.4 2.0 -4.8 0.15
N -3.1634 2.3785 -3.8080 0.6 3.9 5.1 0.19
N -5.5090 -0.8143 -3.0242 0.5 -1.7 -1.4 0.16
N -2.0481 -4.2009 -2.0760 1.6 -1.9 0.5 0.16
C 0.6538 1.9999 4.9561 1.3 -2.2 -1.5 -0.35
C -0.7609 1.4534 3.1600 0.4 1.0 -1.0 -0.02
C -6.0182 0.1661 -2.2934 -2.0 0.8 -1.0 -0.75
C 0.6534 0.6643 5.4345 -2.5 -0.4 -2.7 0.00
C 3.3383 0.3319 2.0839 0.6 -0.3 1.9 -0.12
C 3.9499 3.0272 -1.8940 -0.7 0.2 0.2 0.00
C -0.6861 6.9194 -2.4987 -0.3 -1.1 -0.1 -0.01
C -4.3760 4.0116 0.7339 -0.2 0.3 -0.8 -0.29
C 0.1881 5.4192 -4.0985 0.3 -3.2 -1.1 -0.02
C 3.7347 -3.2290 1.5090 2.0 0.6 1.2 -0.06
C -0.0059 -3.6358 2.3442 -0.3 -1.6 -1.1 -0.37
C -0.1281 6.6568 -3.7640 -0.9 3.1 1.7 -0.37
C -6.9473 4.0864 -0.3678 -1.7 -1.3 -3.1 -0.34
C -0.9394 0.1264 3.5853 0.4 1.6 0.1 -0.25
C 2.7848 4.1474 0.3815 -0.9 -3.4 -0.8 -0.01
C 3.3607 -0.4148 3.4306 1.4 -2.5 -0.1 -0.14
C 4.5057 -1.4166 3.1813 0.0 -1.2 0.5 -0.13
C -2.0019 -4.1796 -3.4276 -0.6 -1.7 2.2 -0.72
C -0.1981 4.3061 -3.3207 0.3 -0.9 0.4 0.01
C -4.6386 3.4378 -0.5030 -1.4 -0.2 -1.1 -0.02
C 7.3946 -2.2430 -0.9456 -1.2 0.2 0.7 -0.08
C -2.0686 -0.1822 -0.7463 -0.3 -2.6 -0.9 -0.33
C -3.1728 1.7107 -4.8848 -1.2 0.8 -4.3 -0.82
C 4.1337 -5.7901 1.6833 0.3 0.5 -1.3 -0.25
C 0.1058 2.4089 3.7101 -1.6 -2.8 2.1 0.01
C 0.4450 -3.5240 -0.0175 -1.2 1.8 2.6 0.00
C 2.4125 2.8493 -0.0785 -0.4 1.2 0.2 -0.02
C -5.9214 3.5353 -1.1193 2.4 -0.2 1.7 0.00
C 3.5419 -0.7457 0.9960 -0.9 0.1 1.3 -0.03
C 0.1486 -5.0328 2.2744 -0.5 1.0 1.4 -0.01
C -0.5654 0.1276 -0.6185 2.1 2.4 -2.1 -0.33
C -0.7280 4.4787 -2.0684 -0.5 3.7 -1.0 -0.36
C -4.6151 -3.3211 0.8002 -2.5 -3.1 0.1 -0.70
C 4.2840 4.3423 -1.5039 -0.2 -1.7 -1.0 -0.01
C 0.5622 -4.8937 0.0054 1.0 1.5 -5.4 -0.34
C 5.1151 -6.9303 1.8981 -0.1 -0.5 1.6 -0.12
C 4.6030 -4.3652 2.1018 -0.8 -1.3 0.7 -0.18
C -5.4566 4.7000 1.3161 1.0 0.9 0.1 -0.02
C -0.9755 5.8240 -1.7089 0.5 -0.1 0.6 -0.01
C 5.8789 -1.7957 1.0479 -1.4 0.7 -0.4 -0.10
C 3.7378 4.8167 -0.3410 -0.8 2.4 1.0 -0.34
C -0.1452 -0.2743 4.6889 -0.6 0.7 0.2 -0.01
C 0.4292 -5.6401 1.0952 -0.3 -2.0 1.2 -0.06
C -6.7455 4.8086 0.7515 2.1 -0.1 2.0 -0.03
C 5.9327 -2.4311 -0.3826 1.1 0.1 1.0 -0.19
C 2.9355 2.3196 -1.2412 1.5 -1.3 0.2 -0.31
C 0.0177 -2.8871 1.1948 1.4 -0.8 -1.5 -0.01
H -0.1194 -5.6510 3.1185 0.2 0.1 0.3 0.12
H -0.2668 -1.8488 1.2809 0.2 0.3 -0.5 0.09
H 2.8023 -3.1033 2.0595 -0.1 -0.3 -0.1 0.12
H 7.6670 -1.1878 -0.9683 -0.1 0.0 -0.1 0.07
H 5.6869 -4.3883 1.9889 0.0 0.9 -0.5 0.11
H 1.7120 0.9085 -1.4814 -3.1 -0.4 -0.2 -0.01
H -4.4917 -0.1721 -1.1157 0.3 -0.1 -0.1 0.04
H 0.5600 -2.8704 -0.8695 -0.1 -0.4 -0.4 0.11
H 4.6446 -7.9135 1.9040 -0.5 0.1 -0.3 0.07
H -3.2058 0.1937 -3.6096 0.1 -0.8 0.1 0.05
H 4.2475 0.9292 2.1517 -0.2 0.6 -0.5 0.12
H 2.6056 -1.2469 0.7507 0.0 -0.2 0.3 0.11
H 4.8010 4.9423 -2.2380 0.5 0.3 0.5 0.11
H 5.1530 -2.0620 -1.0490 0.1 0.2 0.1 0.11
H -6.0137 3.0974 -2.1022 -0.5 -0.2 0.1 0.10
H -1.3267 5.8665 -0.6884 -0.4 0.8 0.1 0.10
H -3.0995 3.3856 -3.8506 0.4 -0.3 0.3 0.13
H 4.4408 -4.3521 3.1796 0.2 0.1 0.2 0.10
H 5.9270 -7.0415 1.1793 0.1 0.6 0.1 0.08
H 3.8841 -0.3872 0.0252 0.7 0.0 0.3 0.11
H 1.6192 2.2544 0.3495 -0.2 0.2 0.5 0.10
H -0.7200 -2.2054 3.3073 -0.3 0.2 -0.1 0.04
H 0.1198 3.3999 3.2810 0.4 0.1 0.2 0.12
H -3.6195 -0.1632 -5.2579 0.4 0.0 0.2 0.11
H -2.8020 1.7962 -3.0661 0.1 1.2 0.9 0.10
H -2.3615 -2.8824 -4.6217 -1.0 1.0 -0.6 0.11
H -1.9201 -5.1372 -1.7197 0.0 0.6 1.0 0.11
H -2.1879 -0.9113 0.0552 0.2 -0.8 0.9 0.04
H 4.3751 2.5088 -2.7407 0.2 0.4 -0.3 0.11
H 1.3068 3.6418 5.3072 0.6 0.6 0.2 0.11
H -0.9103 7.9301 -2.1911 0.0 0.1 0.1 0.11
H -0.8538 2.7491 -1.3693 0.7 -2.0 -0.1 0.06
H -2.7840 0.5298 -0.3348 0.3 1.5 -0.4 0.08
H 8.0685 -2.7342 -0.2437 0.2 -0.1 -0.2 0.07
H -4.9944 -3.1456 -1.0976 0.1 0.1 0.1 0.12
H -5.2289 5.3435 2.1531 0.0 -0.1 0.4 0.10
H 3.6515 0.0948 4.3492 -0.3 0.7 -0.3 0.12
H -3.9252 2.8293 -1.0389 0.5 0.3 0.0 0.09
H 5.7909 -3.5020 -0.2373 -0.2 -0.1 -0.2 0.09
H -3.0113 -2.2470 1.5819 -0.2 -0.2 -0.8 0.06
H 0.1579 -0.6876 -0.6028 -0.8 -1.5 -0.2 0.07
H 2.2423 4.5085 1.2428 0.3 0.5 0.1 0.10
H 2.4607 0.9501 2.2727 -0.2 0.2 -1.7 0.11
H 2.4894 -1.0196 3.6821 -0.5 0.4 -0.4 0.10
H -3.6768 -2.1339 -0.6633 0.4 0.4 0.0 0.04
H -0.1464 3.2669 -3.6101 0.6 0.0 -0.7 0.12
H -5.0602 -1.5507 -2.4985 0.1 0.0 -0.9 0.07
H 4.4365 -2.3974 3.6520 -0.2 0.4 0.8 0.11
H -7.4674 5.4241 1.2675 -0.3 -0.3 -0.2 0.11
H 3.6074 6.3047 0.9224 -0.1 -0.2 -0.1 0.08
H 0.4287 -6.7192 1.0502 0.2 -0.1 -0.2 0.13
H 6.6566 -2.2124 1.6879 -0.3 -0.1 0.1 0.12
H 5.4734 -6.8824 2.9264 0.7 0.1 0.0 0.07
H -2.6534 -0.3196 2.5973 0.1 0.6 0.1 0.12
H 4.0842 -5.8098 0.5946 -1.0 0.4 -0.2 0.11
H -0.2585 0.5965 0.3164 -1.1 0.2 1.3 0.07
H -5.6379 0.7887 -0.3148 -0.5 0.2 -0.8 0.12
H -3.0579 -2.3996 -3.1496 0.7 0.2 0.5 0.04
H -3.6296 -3.3606 2.6206 -0.7 -0.3 -0.3 0.11
H 5.9626 -0.7092 1.0236 0.8 0.0 -0.3 0.13
H -2.4113 -3.3505 -1.6698 0.1 -0.7 0.8 0.06
H 1.0640 -4.8088 -1.8836 -0.3 0.1 -0.1 0.09
H -8.3081 3.5153 -1.6994 0.6 -0.2 -0.1 0.10
H 1.1838 0.3171 6.3089 0.1 0.4 0.0 0.11
H -0.4135 8.4442 -4.6410 -0.3 -0.4 0.5 0.10
H -5.9658 -0.9185 -3.9189 0.3 -0.5 0.3 0.12
H -1.1943 1.8791 2.2671 -0.8 -0.7 -0.3 0.11
H 3.1677 -5.9637 2.1574 0.0 -0.3 -0.4 0.10
H 7.5111 -2.6584 -1.9466 -0.1 0.0 0.2 0.07
H -2.4462 4.1919 0.5122 0.1 -0.3 -0.6 0.05
H 5.4604 -1.0002 3.5025 0.2 0.1 -0.6 0.13
H 3.5235 -3.3802 0.4504 0.2 0.4 0.1 0.12
H -0.2165 -1.3042 5.0060 0.1 0.0 0.3 0.10
H 0.6816 5.2445 -5.0432 -0.1 -0.1 -0.2 0.12


# 4
31
Properties=species:S:1:pos:R:3:forces:R:3:nbo_charge:R:1 method="wB97M-V/def2-TZVPD" charge=+2 relative_energy_kcal_mol=0.0 lumo_ev=-10.106 mol_weight_g_mol=327.377 total_energy_ha=-3104.0284
Zr 1.4965 -2.4112 2.5354 -0.5 -0.5 -3.1 1.86
Br 2.9882 -3.9078 1.0659 -1.3 1.4 1.6 -0.30
O 0.2095 -1.5398 1.0993 2.9 -3.6 2.8 -0.46
N 0.0582 -0.5596 0.3904 -0.7 1.3 -0.3 0.17
C 0.8668 0.7677 -1.4636 -0.7 0.9 0.2 -0.40
C -0.5647 0.5677 1.1226 -0.1 1.8 -0.5 0.09
C -0.8481 -0.9714 -1.8912 -0.6 -0.6 -0.1 -0.62
C -0.0259 1.8916 0.5443 -0.7 0.7 -0.2 -0.42
C 0.3790 -0.6472 -1.0390 0.9 1.7 -2.2 0.08
C -0.0370 1.9053 -0.9679 0.4 -0.6 0.1 -0.41
C 1.5293 -1.5905 -1.3969 -1.0 -1.5 1.7 -0.61
C -2.0935 0.4880 0.9437 -0.1 0.1 0.8 -0.62
C -0.2143 0.5507 2.6051 -0.2 -1.8 0.0 -0.60
H 2.4427 -1.4184 -0.8306 0.2 0.4 -0.3 0.22
H -0.5454 -1.2869 -2.8900 0.3 0.1 0.1 0.26
H -2.5148 -0.3138 1.5554 0.1 -0.4 -0.5 0.23
H 1.8765 0.9376 -1.0809 0.0 0.0 -0.1 0.22
H 0.8636 0.3381 2.7558 0.0 0.5 0.1 0.16
H -0.5201 1.4650 3.0995 0.3 0.2 -0.1 0.30
H -2.5429 1.3767 1.3933 0.2 0.2 -0.3 0.26
H 0.8792 0.8678 -2.5487 0.3 -0.6 0.0 0.26
H 0.9544 2.1636 0.9412 0.1 -0.3 0.0 0.22
H 0.3362 2.8376 -1.3863 0.0 0.1 0.2 0.26
H 1.6669 -1.6045 -2.4688 0.2 0.3 -0.1 0.27
H -0.7817 -0.2570 3.0891 0.0 0.1 0.2 0.21
H -2.3819 0.4212 -0.0968 -0.2 -0.1 0.0 0.24
H -1.0649 1.7877 -1.3140 0.1 0.1 -0.2 0.21
H 1.2170 -2.6041 -1.1092 0.1 0.0 -0.3 0.22
H -0.7281 2.6546 0.8918 0.2 0.0 0.2 0.25
H -1.4280 -1.8108 -1.5010 -0.1 0.2 0.2 0.23
H -1.4729 -0.0977 -2.0481 -0.2 -0.1 0.2 0.23